Molecular formula: C10H12O4
Method: DFT, ωB97M-V/def2-TZVPD

Each line ends with the natural charge from an NBO analysis.
Cartesian coordinates (Å):
O  3.386  0.825  -0.619  -0.572
C  2.421  0.027  -0.554  0.778
O  1.392  0.315  -1.371  -0.700
C  2.344  -1.220  0.324  -0.510
C  1.189  -1.142  1.265  -0.432
C  -0.197  -0.989  0.689  -0.028
C  -0.740  -2.058  -0.001  -0.247
C  -2.035  -1.985  -0.622  -0.177
C  -2.711  -0.786  -0.529  -0.255
C  -2.115  0.355  0.030  0.343
O  -2.704  1.552  -0.164  -0.673
C  -0.857  0.223  0.587  -0.163
C  -0.280  1.513  1.085  -0.103
O  0.063  2.409  0.017  -0.759
H  0.599  -0.199  -1.125  0.506
H  3.252  -1.165  0.885  0.250
H  2.341  -2.122  -0.299  0.232
H  1.376  -0.316  1.960  0.224
H  1.347  -2.041  1.943  0.236
H  -0.130  -2.922  -0.171  0.209
H  -2.422  -2.830  -1.145  0.223
H  -3.596  -0.627  -1.086  0.224
H  -2.065  2.310  -0.057  0.513
H  0.643  1.387  1.675  0.183
H  -0.936  2.125  1.717  0.196
H  0.373  1.968  -0.838  0.502

Values from the calculation:
* charge: 0
* energy relative to the best compared isomer or geometry (same formula, charge and spin): 9.1 kcal/mol
* structure (SMILES): O=C(O)CCc1cccc(O)c1CO
* spin multiplicity: 1
* HOMO energy: -9.07 eV
* LUMO level: 0.022 Eh
* orbital gap: 9.67 eV

***

Molecular formula: C10H12OS
Method: DFT, ωB97M-V/def2-TZVPD

Each line ends with the natural charge from an NBO analysis.
Cartesian coordinates (Å):
C  2.545  -1.173  1.854  -0.220
C  1.339  -1.956  1.903  -0.191
C  2.443  0.153  1.433  -0.214
C  0.194  -1.421  1.355  -0.207
C  1.291  0.727  1.126  -0.190
C  0.111  -0.110  1.016  -0.149
C  -2.434  1.974  -0.541  0.060
C  -3.407  0.855  -0.611  -0.593
C  -1.105  0.426  0.577  0.192
C  0.945  -0.262  -2.777  -0.861
O  -1.285  1.665  0.132  -0.413
S  -2.532  -0.565  0.152  0.212
H  3.488  -1.506  2.144  0.209
H  1.447  -2.963  2.337  0.220
H  3.269  0.807  1.277  0.210
H  -0.647  -2.048  1.123  0.213
H  1.245  1.741  0.815  0.216
H  1.726  -0.994  -2.927  0.218
H  -2.754  3.011  -0.520  0.190
H  -4.269  1.052  0.009  0.222
H  -3.746  0.479  -1.716  0.234
H  0.085  -0.595  -3.269  0.213
H  1.483  0.699  -3.084  0.212
H  0.568  0.003  -1.807  0.218

Values from the calculation:
* charge: 0
* energy relative to the best compared isomer or geometry (same formula, charge and spin): 78.9 kcal/mol
* spin multiplicity: 1
* HOMO energy (spin up / spin down): -6.42 / -7.64 eV
* LUMO level (spin up / spin down): 0.013 / -0.001 Eh
* orbital gap (spin up / spin down): 6.78 / 7.61 eV

***

Molecular formula: C10H13B
Method: DFT, ωB97M-V/def2-TZVPD

Each line ends with the natural charge from an NBO analysis.
Cartesian coordinates (Å):
C  0.158  -1.524  3.567  -0.407
C  -0.225  -0.864  2.523  -0.153
C  0.297  0.271  1.729  -0.417
C  0.317  -0.155  0.365  -0.309
C  -1.006  -0.248  -0.293  -0.192
C  -0.913  -0.293  -1.640  0.067
C  0.219  -1.033  -2.263  -0.755
B  1.234  0.137  -1.908  0.688
C  1.127  0.700  -0.532  -0.475
C  0.462  1.496  -1.884  -0.439
C  -1.064  1.175  -2.182  -0.422
H  1.015  -1.155  4.108  0.181
H  -0.311  -2.364  4.061  0.206
H  -1.090  -1.255  1.903  0.190
H  1.193  0.725  1.973  0.214
H  -0.469  1.071  1.953  0.208
H  0.781  -1.066  0.272  0.235
H  -1.746  0.419  0.191  0.190
H  0.202  -1.248  -3.316  0.243
H  0.346  -1.890  -1.687  0.227
H  1.812  1.373  -0.162  0.245
H  0.698  2.548  -1.929  0.247
H  -1.273  1.322  -3.233  0.211
H  -1.765  1.858  -1.618  0.215

Values from the calculation:
* charge: 0
* energy relative to the best compared isomer or geometry (same formula, charge and spin): 80.1 kcal/mol
* structure (SMILES): C=CC[C@H]1C=C2CB3[C@H]1[C@@H]3C2
* spin multiplicity: 1
* HOMO energy: -7.98 eV
* LUMO level: -0.009 Eh
* orbital gap: 7.75 eV

***

Molecular formula: C10H13BCl4O2
Method: DFT, ωB97M-V/def2-TZVPD

Each line ends with the natural charge from an NBO analysis.
Cartesian coordinates (Å):
Cl  3.637  2.147  1.340  -0.217
B  2.868  0.470  1.321  0.383
Cl  3.277  -0.460  -0.243  -0.246
Cl  3.377  -0.542  2.828  -0.272
O  1.363  0.678  1.395  -0.546
C  0.513  -0.270  1.412  0.532
C  -0.886  0.023  1.362  -0.232
C  -1.816  -1.044  1.339  -0.088
C  -3.176  -0.798  1.258  -0.254
C  -3.649  0.529  1.238  0.026
Cl  -5.326  0.839  1.229  0.068
C  -2.734  1.601  1.250  -0.247
C  -1.367  1.353  1.299  -0.095
H  0.861  -1.315  1.418  0.212
H  -1.431  -2.061  1.360  0.238
H  -3.900  -1.605  1.226  0.240
H  -3.110  2.621  1.225  0.241
H  -0.656  2.174  1.255  0.249
C  1.551  -3.682  5.418  -0.633
C  1.081  -2.339  4.895  0.085
C  0.020  -1.761  5.800  -0.620
O  0.550  -2.371  3.558  -0.746
H  2.007  -3.514  6.401  0.220
H  0.724  -4.393  5.551  0.208
H  2.309  -4.142  4.773  0.211
H  1.931  -1.647  4.877  0.178
H  0.442  -1.581  6.797  0.215
H  -0.381  -0.814  5.420  0.216
H  -0.824  -2.456  5.919  0.205
H  1.210  -2.842  3.015  0.470

Values from the calculation:
* charge: 0
* spin multiplicity: 1
* HOMO energy: -9.87 eV
* LUMO level: -0.072 Eh
* orbital gap: 7.91 eV

***

Molecular formula: C10H13Cl3N3O3
Method: DFT, ωB97M-V/def2-TZVPD

Each line ends with the natural charge from an NBO analysis.
Cartesian coordinates (Å):
N  2.314  -0.212  2.487  -0.483
O  1.851  -1.203  1.511  -0.421
C  1.831  -0.725  0.242  0.760
O  2.598  -1.054  -0.612  -0.468
C  0.680  0.213  -0.050  -0.045
C  0.738  1.103  -1.120  -0.207
C  -0.350  1.895  -1.348  0.088
N  -1.438  1.804  -0.561  -0.416
C  -1.532  0.971  0.489  0.307
C  -2.801  0.968  1.282  -0.446
C  -3.279  -0.417  1.740  -0.505
C  -3.384  -1.365  0.555  0.673
N  -2.533  -2.488  0.465  -0.845
O  -4.181  -1.119  -0.312  -0.524
C  -0.447  0.158  0.757  -0.222
H  3.157  -0.651  2.848  0.377
H  2.615  0.606  1.961  0.338
H  1.613  1.167  -1.763  0.281
H  -0.382  2.617  -2.150  0.252
H  -2.238  2.391  -0.770  0.449
H  -2.678  1.626  2.145  0.263
H  -3.591  1.395  0.661  0.243
H  -2.639  -0.782  2.544  0.217
H  -4.271  -0.274  2.164  0.267
H  -2.194  -2.781  1.374  0.375
H  -1.735  -2.325  -0.136  0.391
H  -0.483  -0.526  1.592  0.272
C  4.590  -0.270  -3.168  -0.281
Cl  4.451  -1.110  -4.701  0.050
Cl  6.212  0.348  -2.910  0.047
Cl  3.405  1.063  -3.087  -0.028
H  4.349  -0.961  -2.371  0.241

Values from the calculation:
* charge: +1
* spin multiplicity: 1
* HOMO energy: -13.39 eV
* LUMO level: -0.194 Eh
* orbital gap: 8.11 eV

***

Largest force on an atom per entry: 0.0842 0.0697 0.0784 0.0315 0.0165 hartree/bohr
Energy per entry: -18754.2273 -23443.4427 -11250.7408 -65445.7323 -58752.6795 eV
Molecular weight per entry: 196.20 180.27 144.03 317.84 329.59 g mol⁻¹